16
Properties=species:S:1:pos:R:3:forces:R:3 method="wB97M-V/def2-TZVPD" smiles="C/C=C(/C)O.O" energy_ev=-8403.35715 gap_ev=8.7878 total_charge=0
C -1.941 0.648 -0.293 1.400 1.371 0.710
C -0.575 0.037 0.009 1.744 -0.881 -1.874
C 0.094 0.067 1.167 -3.537 -0.058 0.930
O -0.762 -0.077 2.282 1.372 0.966 0.464
C 1.517 0.275 1.495 0.120 -0.315 -1.042
H -1.714 1.598 -0.822 -0.055 -0.496 -0.041
H -2.709 0.193 -0.874 -0.260 -1.043 -0.287
H -2.352 1.034 0.637 -0.334 -0.248 0.145
H 0.096 -0.424 -0.761 -0.837 1.336 -0.265
H -1.562 -0.457 1.919 -0.200 -0.073 0.115
H 1.572 0.704 2.496 0.327 -0.542 -0.006
H 1.992 -0.693 1.308 0.526 0.140 0.832
H 1.975 0.976 0.779 -0.259 -0.166 0.313
H 1.722 -0.556 -2.897 -0.171 -0.047 0.007
H 2.021 -0.699 -4.367 -0.093 -0.060 -0.110
O 1.329 -0.870 -3.720 0.257 0.117 0.108